# 1
Density functional theory data (ωB97M-V/def2-TZVPD) for a cluster of 2 separate species, H4N2O3Si in total at a distorted geometry.

Structure (XYZ):
```
10
Properties=species:S:1:pos:R:3:forces:R:3:nbo_charge:R:1
N -0.95658 1.22383 1.53699 2.7769 2.2208 -1.0176 -1.331
N -0.03961 -1.27706 -1.75930 -0.3978 -0.2588 -0.2408 0.309
O 1.00610 -0.53392 -2.22627 0.5428 0.4648 1.2331 -0.551
O -0.63892 -1.86668 -2.60656 1.1290 0.9811 0.7599 -0.309
O 1.48561 0.39647 0.33795 0.9995 0.0399 -0.4659 -1.240
Si 0.33887 0.07442 1.26322 -2.2937 1.8459 -0.2004 1.965
H -1.89691 0.93258 1.60805 -0.9984 -0.1856 0.3191 0.405
H -0.85046 2.30701 1.26290 -0.3246 -3.6796 0.6924 0.436
H 1.44248 -0.08894 -1.37241 -1.3248 -1.0782 -1.3645 0.535
H 0.10942 -1.16772 1.95543 -0.1088 -0.3504 0.2847 -0.221
```
Forces are in eV/Å.

Calculated values
LUMO = 0.1 eV
Relative energy (zero: lowest compared OMol25 entry of this formula, charge and spin) = 32.1 kcal per mole
HOMO level = -10.0 eV
Kohn-Sham gap = 0.3686 Eh
Net charge = 0

# 2
Density functional theory data (ωB97M-V/def2-TZVPD) for a cluster of 10 separate species, C36H54O31S in total at a distorted geometry.

Structure (XYZ):
```
122
Properties=species:S:1:pos:R:3:forces:R:3:mulliken_charge:R:1
S -76.25457 16.98660 16.89948 2.9093 -2.0470 -2.1656 0.068
O -76.64712 16.36035 15.64628 -0.8657 -0.5655 -2.3259 -0.658
O -76.09548 18.38967 16.77254 0.5866 4.6615 -0.9368 1.218
O -77.17764 16.70475 17.89769 -5.1437 -1.3976 4.8603 -1.591
O -74.98924 16.37161 17.30574 2.6468 -0.7172 0.5476 -0.407
C -80.43208 14.85884 13.88614 2.3341 7.0143 0.4055 -1.625
C -79.33343 14.48630 14.70471 2.7097 -1.5258 1.1975 2.410
C -79.59322 14.33436 16.19320 -1.2514 5.1695 -0.9113 0.629
O -79.74721 13.02718 16.43208 -3.0270 -0.1008 5.0137 -0.311
C -79.32090 12.37947 15.47167 2.4067 -6.4778 -4.6047 0.527
O -79.13106 11.17641 15.38548 -0.6541 0.9748 0.9717 -0.676
O -79.04619 13.11729 14.42275 1.1658 0.4670 -1.5775 -0.423
H -80.11263 15.05985 12.89801 0.0792 0.1049 -1.1774 0.407
H -80.65400 15.89143 14.37560 -0.2563 -1.2498 -1.3441 0.104
H -81.24228 14.33102 13.93044 -4.6180 -3.4492 0.3794 0.576
H -78.39973 15.07523 14.54842 -0.7648 -0.1420 0.0482 -1.081
H -80.38241 15.08825 16.45740 -0.1898 -1.5176 0.2683 0.205
H -78.77743 14.66945 16.71955 2.1437 0.9262 1.3058 -0.438
C -77.31981 20.96145 12.44577 0.3129 5.5124 -2.9703 -1.083
C -76.97112 19.61290 12.03701 -2.4414 -2.5888 2.7530 0.801
C -77.43121 18.65416 13.18805 1.9391 2.4171 2.9519 1.765
O -78.73588 18.29692 12.84419 -0.8307 -1.8832 0.9328 -0.204
C -78.88457 18.35240 11.56679 -4.3412 0.7759 -5.7822 0.501
O -79.91643 18.01898 10.83109 5.4082 1.2087 4.1898 -0.683
O -77.85637 19.09151 11.01616 0.2927 -0.3962 -0.8136 -0.414
H -78.44208 21.29198 12.26428 2.2361 -1.0016 0.9243 0.255
H -76.72252 21.67579 11.66855 -1.5283 -1.2133 1.4339 0.357
H -76.82700 21.32695 13.37694 -0.8659 -0.7575 -0.3474 0.147
H -75.91254 19.47625 11.94371 0.4091 -0.1691 -1.0849 0.383
H -77.57440 19.25442 14.24246 0.9478 -1.8756 -2.5386 -0.944
H -76.64656 17.86108 13.24229 -1.4227 -0.1453 0.5070 -1.122
C -71.34532 16.58068 19.83304 2.9314 -1.4802 2.0007 -1.886
C -72.44984 15.59908 19.54797 2.3352 3.9001 -2.8907 2.182
C -72.38694 14.91079 18.19538 -2.9915 0.7571 0.6993 0.179
O -72.22373 13.61336 18.54749 0.7014 -4.0179 0.0972 -0.422
C -72.35161 13.46553 19.83791 1.1984 -2.0049 2.6280 0.425
O -72.31064 12.44624 20.48486 -0.3717 0.6329 -1.0164 -0.625
O -72.35467 14.67245 20.41726 0.0568 -6.0970 5.1671 -0.484
H -70.25345 16.13403 19.79758 -2.1029 0.0977 -0.8312 0.350
H -71.19275 16.92618 20.90408 -1.3946 0.2081 -1.2926 0.334
H -71.43714 17.27396 19.08126 0.2904 2.5698 -1.2125 0.377
H -73.38497 15.94380 19.64539 -3.4011 2.6760 0.0752 -0.770
H -71.51859 15.20100 17.76141 2.0220 1.2003 -2.5713 0.531
H -73.38257 14.85887 17.73960 0.6415 1.5779 -0.9361 -0.230
C -74.75095 12.34460 14.14999 -0.7140 0.9387 3.0496 -0.923
C -75.42601 13.56214 13.36449 1.1833 0.3339 3.3944 1.636
C -74.67510 14.95596 13.54099 1.9005 -3.5326 4.1435 1.469
O -74.03846 15.17980 12.33034 2.5952 4.8131 5.2971 -0.315
C -74.37178 14.29981 11.59239 0.8925 -5.7381 -10.8687 0.382
O -73.90267 14.28004 10.43050 -1.5185 -0.5924 1.9516 -0.748
O -75.18363 13.33386 12.04163 0.0936 0.2156 -2.1982 -0.343
H -75.27662 11.36643 14.05110 0.5556 0.7902 -0.6311 0.338
H -74.74689 12.42897 15.34895 -0.3778 0.4155 -2.6095 -0.018
H -73.66112 12.33949 13.95746 -0.6391 -0.3018 -0.5348 0.326
H -76.48728 13.79722 13.54401 0.2976 -0.8687 0.1859 -0.271
H -74.04806 15.02139 14.51753 -0.5378 -0.1663 -1.9800 -0.267
H -75.32928 15.67703 13.58481 -3.8180 3.7929 1.0074 -1.151
C -80.11976 18.41765 16.04157 -5.3523 0.8479 0.1500 -1.129
C -80.04489 17.78064 17.36580 -2.9453 8.9714 2.3166 2.877
C -79.57844 18.78877 18.53880 -2.7138 -0.2684 -5.5690 1.081
O -80.52194 18.69244 19.47406 -3.5605 0.0543 2.7996 -0.391
C -81.50505 17.87261 19.08735 -4.7111 0.3021 1.6438 0.511
O -82.60679 17.65900 19.65664 4.2028 0.7459 -1.1747 -0.671
O -81.28854 17.43046 17.87098 -0.8675 -1.8475 -0.9321 -0.507
H -80.84186 19.31052 15.89391 0.1096 -1.3619 1.1612 0.306
H -80.57275 17.66469 15.43793 0.3078 -0.3521 -1.3809 -0.034
H -79.36172 18.95288 15.67212 4.0231 0.6157 -1.3259 -0.253
H -79.38665 17.12473 17.31937 5.4137 -6.8337 -0.0238 -1.246
H -79.33341 19.73180 18.15729 -0.5442 1.9772 -0.4422 0.135
H -78.78540 18.47176 18.93384 6.8065 -2.8527 2.8167 -0.615
C -77.44695 21.44370 16.50285 3.9036 -0.7183 0.3278 -2.427
C -76.37329 21.47993 17.59653 -1.6727 -4.7375 1.3988 2.271
C -74.95359 21.02510 17.18719 0.1416 1.5107 -2.8479 2.008
O -74.22987 22.19684 17.54849 1.6283 0.1213 0.3908 -0.507
C -74.97574 23.11619 18.10734 1.8273 2.9921 1.6910 0.459
O -74.49307 24.13577 18.61251 -1.6846 -2.0867 -1.2206 -0.660
O -76.26377 22.77873 18.06791 0.0620 1.1310 0.4692 -0.443
H -78.21138 22.03089 16.75230 -3.2614 2.2525 1.1819 0.797
H -77.75650 20.51109 16.16044 -0.3170 -1.8851 -0.0066 0.065
H -76.95170 21.89476 15.69020 0.4378 0.8062 -1.4326 0.616
H -76.64972 20.74423 18.48699 0.1253 1.6894 -1.5537 -0.582
H -74.84461 21.11967 15.98482 -0.2612 -1.5229 2.6706 -0.226
H -74.47229 20.19260 17.75562 -0.9843 0.3982 -1.4283 -1.743
C -74.11817 18.91994 19.88324 0.9769 -3.5576 0.9180 -0.784
C -75.54312 18.74398 20.38280 0.1675 -2.0885 -4.9730 1.600
C -75.90667 17.42752 21.11368 2.4453 -0.0845 -2.4314 0.628
O -76.92320 17.89978 21.81689 -3.7899 1.9865 3.1434 -0.439
C -76.76838 19.30777 22.06538 -2.4774 -3.8629 1.8312 0.372
O -77.38582 19.82297 22.93199 -0.0631 0.8483 0.1415 -0.586
O -75.92425 19.74626 21.23683 1.7935 2.9339 0.0976 -0.402
H -73.95823 18.11547 18.98528 -0.4208 1.7548 2.2482 -0.442
H -73.39389 18.60300 20.87115 -1.5299 1.3987 -3.0525 0.232
H -74.03606 19.89404 19.42695 0.7650 0.3722 0.6133 0.761
H -76.27805 18.85917 19.46729 1.4243 -0.6623 1.3571 -0.952
H -75.14123 17.06760 21.79554 0.7557 -0.0183 0.0907 0.481
H -76.16790 16.58247 20.44585 -0.1043 0.8177 0.0535 -0.560
C -72.31649 17.86412 15.99423 -0.0105 1.1746 -0.6244 -2.446
C -72.33880 18.48306 14.59911 -2.2327 -0.0092 3.1973 0.295
C -73.70998 18.55205 13.96775 -1.6930 2.5120 2.4445 0.552
O -73.67410 19.99039 13.51288 -0.1089 0.2133 -0.5432 -0.489
C -72.50309 20.64714 13.93663 -1.3852 -0.6875 -1.1516 0.621
O -72.09289 21.74028 13.67463 -1.2267 -0.3110 -0.1917 -0.623
O -71.86074 19.80149 14.67197 2.0881 -0.5356 1.1939 -0.423
H -71.36607 17.65989 16.35993 1.9376 -0.7720 0.2001 0.639
H -72.98209 17.09861 16.13030 -1.2374 -3.4299 -0.9409 0.481
H -72.81194 18.23354 16.86777 -0.4432 2.6041 0.1942 0.757
H -71.80829 17.93357 13.92491 2.4156 -1.4088 -1.4830 0.449
H -74.57668 18.41056 14.74302 1.4227 0.5258 -1.2858 -0.318
H -73.86623 17.85615 13.17064 0.1048 0.0222 -0.8559 0.299
C -75.96026 13.73447 19.83650 0.0101 1.4632 -2.0061 -1.828
C -76.99142 13.58568 18.75311 3.8389 -4.8720 0.4823 0.507
C -76.27771 13.40823 17.39340 -9.7645 -2.4336 -0.5768 0.935
O -76.30174 11.95365 17.21367 1.0787 2.3027 0.1476 -0.470
C -77.00051 11.37928 18.22499 -0.3687 -3.1774 -2.6225 0.391
O -77.14476 10.17058 18.18726 0.2289 1.4432 1.0551 -0.668
O -77.59255 12.22753 18.99817 -0.4088 2.0896 0.7228 -0.507
H -75.38058 14.60565 19.61340 0.4903 0.6940 -0.0593 -0.154
H -75.35895 12.94656 20.05808 2.2180 -2.7545 -0.5532 0.598
H -76.36654 13.81615 20.75548 -2.0288 1.0595 3.0791 0.802
H -77.62386 14.30935 18.98979 -3.5324 2.9427 -0.3425 0.719
H -75.49638 13.92054 17.45486 7.7093 3.0760 0.2320 0.359
H -76.87252 14.04050 16.63751 0.6857 -1.6498 0.3366 -0.851
```
Forces are in eV/Å.

Calculated values
LUMO = 3.6 eV
Relative energy (zero: lowest compared OMol25 entry of this formula, charge and spin) = 79.8 kcal per mole
HOMO level = -4.4 eV
Kohn-Sham gap = 0.2932 Eh
Net charge = -2

# 3
Density functional theory data (ωB97M-V/def2-TZVPD) for a structure of composition C25H22BN9O2Ti at a distorted geometry.

Structure (XYZ):
```
60
Properties=species:S:1:pos:R:3:forces:R:3:nbo_charge:R:1
Ti -0.75860 1.76565 -1.49666 0.3076 -1.0543 -0.0147 1.397
C 1.50839 4.02251 0.72947 0.1644 0.1877 -0.1115 -0.329
C 0.96042 4.55726 -0.46079 0.0444 -0.0667 0.4030 -0.004
N -0.27103 4.13103 -0.64705 -0.0228 0.2697 0.2638 -0.280
N -0.55787 3.29661 0.40144 0.0016 0.0974 0.0438 -0.392
C 0.51599 3.23356 1.24588 -0.2717 -0.0274 -0.0560 -0.027
B -2.03234 2.75513 0.57240 -0.1693 0.1029 -0.1583 0.547
N -1.95505 1.16872 0.39575 -0.1707 0.0391 0.0356 -0.420
C -1.43406 0.21689 1.23883 -0.1146 0.4078 -0.0651 -0.010
C -1.95879 -0.99116 0.89962 -0.2292 -0.4239 -0.1796 -0.317
C -2.82935 -0.71201 -0.18899 0.1988 -0.0672 0.4208 -0.009
N -2.82070 0.56763 -0.49029 -0.2136 -0.1292 0.3081 -0.282
N -2.82440 3.27193 -0.66623 0.2594 -0.2288 0.1275 -0.293
C -3.86195 4.09686 -0.79193 -0.1680 0.1424 -0.0364 0.033
C -4.11157 4.28684 -2.14322 -0.0629 0.0656 -0.0104 -0.347
C -3.14646 3.51571 -2.79390 -0.0989 0.0018 0.1927 0.021
N -2.37902 2.90268 -1.90103 -1.0069 0.8041 0.1728 -0.356
H 2.48929 4.19920 1.15092 -0.1892 -0.0397 -0.0834 0.234
H 1.41634 5.22342 -1.18164 -0.0541 -0.1512 0.0798 0.219
H 0.48047 2.66692 2.16626 -0.0178 0.0206 -0.1394 0.220
H -2.53444 3.07477 1.61910 0.0605 -0.0215 -0.1743 -0.024
H -0.77439 0.47998 2.04867 0.1014 0.0405 -0.0612 0.226
H -1.73609 -1.95086 1.35107 -0.0671 0.2274 -0.0927 0.238
H -3.45825 -1.39718 -0.74402 0.1709 0.1066 0.0448 0.218
H -4.36054 4.49760 0.07880 0.0757 -0.0470 -0.0896 0.230
H -4.88026 4.90003 -2.58926 0.1143 -0.1025 0.0726 0.236
H -2.97485 3.37565 -3.84859 0.0123 -0.0119 0.0113 0.223
C -0.62225 -4.10408 4.21447 0.1488 0.1817 0.0666 -0.255
O 0.33866 -3.06828 4.03355 -0.5368 -0.1027 0.2940 -0.490
C 1.11360 -3.15296 2.93104 0.1127 -0.0282 -0.1325 0.300
C 1.21985 -4.29089 2.15520 0.1105 -0.3433 -0.4201 -0.311
C 2.04867 -4.28119 1.03172 -0.3451 -0.4457 -0.0074 -0.170
C 2.72778 -3.14840 0.64936 0.1711 0.2104 -0.7737 0.007
C 2.62690 -2.00826 1.45419 0.1251 0.0018 0.0116 -0.146
C 1.84238 -2.01745 2.59262 0.1737 0.2765 -0.2040 -0.273
N 3.65107 -3.28000 -0.48798 0.1748 1.0084 0.8816 -0.126
N 3.91907 -2.31783 -1.23855 -1.2038 -0.5135 -0.2827 -0.108
C 3.03376 -1.17907 -1.39930 0.3631 -0.1539 0.3823 0.020
C 3.65765 0.05720 -1.47777 0.3396 -0.0707 0.2821 -0.183
C 2.96267 1.22938 -1.70613 0.0364 0.1679 0.1810 -0.267
C 1.59141 1.17262 -1.91770 -0.2286 0.2903 -0.4101 0.236
O 0.84650 2.25754 -2.24205 1.4957 0.0653 -0.3599 -0.706
C 0.93519 -0.07547 -1.88507 -0.4526 -0.1183 -0.4512 0.128
N -0.43549 -0.04685 -2.20862 0.0616 -1.0083 -0.0978 -0.617
C -1.04753 -1.24899 -2.48060 0.1761 1.0123 -0.0158 0.011
C -0.40498 -2.44093 -2.32075 0.4653 -0.4419 0.1428 -0.246
C 0.91684 -2.49085 -1.87620 -0.0980 0.2410 0.0749 -0.211
C 1.64225 -1.28206 -1.66601 -0.0280 -0.5083 0.0353 -0.080
H -1.30793 -3.75728 4.97732 -0.0389 0.0696 0.1174 0.201
H -0.15383 -5.02866 4.55043 0.0744 -0.0750 0.0027 0.179
H -1.17635 -4.29529 3.29452 -0.0186 0.0287 -0.0539 0.178
H 0.67469 -5.19241 2.41088 0.1326 0.0929 -0.0704 0.222
H 2.14675 -5.17387 0.42090 0.0180 0.0387 0.1104 0.224
H 3.18861 -1.12284 1.19934 0.0119 0.1080 -0.0135 0.221
H 1.76655 -1.14176 3.23177 0.0497 -0.1123 -0.0997 0.223
H 4.73159 0.08493 -1.30778 -0.1258 0.0117 -0.1254 0.224
H 3.46077 2.19008 -1.73815 -0.0081 -0.0603 -0.0596 0.228
H -2.06007 -1.19803 -2.84814 -0.0863 0.1022 0.0513 0.202
H -0.94159 -3.35844 -2.54142 0.1033 0.0868 -0.0005 0.219
H 1.39587 -3.44499 -1.75969 0.1714 -0.1541 0.0401 0.219
```
Forces are in eV/Å.

Calculated values
LUMO (alpha / beta) = 0.2 / -0.3 eV
Expectation value of S² = 2.058
Multiplicity = 3
HOMO level (alpha / beta) = -5.7 / -7.4 eV
Kohn-Sham gap (alpha / beta) = 0.2170 / 0.2611 Eh
Net charge = 0

# 4
Density functional theory data (ωB97M-V/def2-TZVPD) for the ion C5H9N2O2 with charge +1 at a distorted geometry.

Structure (XYZ):
```
18
Properties=species:S:1:pos:R:3:forces:R:3:nbo_charge:R:1
C -1.78596 -0.43284 0.35158 2.7807 1.2061 -1.0869 0.100
C -2.64869 -0.40468 -0.88538 -1.2765 -1.1959 2.3733 0.707
C 1.41675 1.18615 0.00696 -0.0204 3.0853 0.7759 -0.611
C 1.45963 -1.16669 0.84349 2.9389 0.3760 -1.1793 -0.597
C 0.66503 0.10311 0.76569 1.8562 1.4332 3.2559 -0.134
N -0.69538 0.25286 -1.87248 3.0087 -0.1829 2.4826 -0.009
N -0.58477 -0.12848 0.24741 -3.2606 0.0593 -3.7117 -0.134
O -3.76103 -0.75902 -0.82468 -0.7751 0.1325 -0.6889 -0.395
O -1.94798 -0.04296 -1.92393 0.2096 1.5387 -2.6912 -0.254
H -2.40135 -0.58800 1.15415 -0.9585 -0.6744 2.5932 0.265
H 2.31148 1.57717 0.64059 -1.7770 -0.5858 -1.1347 0.273
H 1.79818 0.85031 -0.90629 0.9004 -1.1167 -1.3301 0.228
H 0.77629 2.10067 -0.38412 1.0237 -1.4750 1.6105 0.211
H 0.98712 -1.96679 1.37729 -0.2792 -0.3733 0.1522 0.240
H 2.43787 -0.86817 1.37768 -1.4768 -0.7175 -0.7755 0.251
H 1.75121 -1.43151 -0.21819 -0.3421 -0.2374 1.2559 0.231
H 0.63388 0.46058 1.86018 -0.8170 -0.3222 -1.3842 0.260
H -0.41228 1.25830 -1.60994 -1.7352 -0.9500 -0.5170 0.367
```
Forces are in eV/Å.

Calculated values
LUMO (alpha / beta) = -6.8 / -6.8 eV
Relative energy (zero: lowest compared OMol25 entry of this formula, charge and spin) = 182.7 kcal per mole
HOMO level (alpha / beta) = -15.8 / -15.8 eV
Kohn-Sham gap (alpha / beta) = 0.3292 / 0.3292 Eh
Net charge = +1